ORCA calculation (wB97M-V/def2-TZVPD) on a single C24H25N5O3S2 molecule at a distorted geometry.

Properties
- SMILES = C=CCn1c(SCc2nc3sc(C(=O)O)c(C)c3c(=O)[nH]2)nnc1-c1ccc(C(C)(C)C)cc1
- total charge = 0
- E_LUMO (eV) = -0.25
- energy above the lowest of the compared OMol25 structures with the same formula, charge and spin (kcal per mole) = 8.67
- HOMO energy (eV) = -8.44

Last column: natural (NBO) charge in e.
CARTESIAN COORDINATES (ANGSTROEM)
C: -1.255 -0.150 -1.559  -0.3561
C: -1.454 1.104 -1.917  -0.2144
C: -0.334 2.108 -2.020  -0.2587
N: -0.128 2.722 -0.728  -0.3537
C: -0.952 3.621 -0.118  0.1591
N: -0.608 3.788 1.133  -0.3378
N: 0.442 2.992 1.371  -0.2685
C: 0.735 2.350 0.271  0.3277
C: 1.794 1.362 0.138  -0.1114
C: 2.748 1.441 -0.870  -0.1931
C: 3.747 0.488 -0.962  -0.2177
C: 3.825 -0.566 -0.060  0.0063
C: 2.861 -0.629 0.946  -0.1629
C: 1.862 0.316 1.053  -0.1762
H: 1.120 0.252 1.834  0.2427
H: 2.886 -1.429 1.670  0.2051
C: 4.913 -1.625 -0.121  -0.0823
C: 5.879 -1.416 -1.290  -0.6049
H: 6.395 -0.462 -1.207  0.2099
H: 5.356 -1.459 -2.244  0.2089
H: 6.629 -2.204 -1.284  0.2140
C: 5.722 -1.576 1.183  -0.5940
H: 6.519 -2.315 1.157  0.2078
H: 6.167 -0.592 1.312  0.2128
H: 5.095 -1.782 2.047  0.2084
C: 4.263 -3.007 -0.279  -0.5939
H: 3.612 -3.239 0.559  0.2078
H: 5.031 -3.776 -0.335  0.2084
H: 3.672 -3.044 -1.192  0.2105
H: 4.472 0.590 -1.753  0.2167
H: 2.734 2.267 -1.568  0.2128
S: -2.342 4.349 -0.883  0.2757
C: -3.510 4.125 0.523  -0.5487
C: -3.681 2.659 0.711  0.4661
N: -4.583 2.045 0.016  -0.5101
C: -4.614 0.703 0.120  0.0615
C: -3.722 -0.065 0.873  -0.2735
C: -3.961 -1.458 0.758  0.0880
C: -5.030 -1.705 -0.073  -0.3590
C: -5.644 -2.961 -0.480  0.7584
O: -6.591 -3.035 -1.227  -0.5968
O: -5.064 -4.053 0.049  -0.6836
H: -5.532 -4.843 -0.263  0.5030
S: -5.755 -0.260 -0.732  0.5054
C: -3.154 -2.494 1.456  -0.6604
H: -2.350 -2.019 2.011  0.2564
H: -3.783 -3.062 2.138  0.2357
H: -2.739 -3.199 0.738  0.2330
C: -2.694 0.620 1.629  0.6687
O: -1.797 0.137 2.284  -0.6066
N: -2.811 2.014 1.530  -0.6030
H: -2.102 2.552 2.029  0.4533
H: -4.441 4.585 0.202  0.2653
H: -3.081 4.624 1.389  0.2545
H: 0.595 1.610 -2.307  0.2353
H: -0.576 2.891 -2.744  0.2242
H: -2.450 1.484 -2.100  0.2169
H: -2.067 -0.849 -1.459  0.2077
H: -0.267 -0.533 -1.355  0.1996